[1]
Density functional theory data (wB97M-V/def2-TZVPD) for 4 unconnected molecules or ions with the total composition C20H46INO7 in a non-equilibrium geometry.

```
75
Properties=species:S:1:pos:R:3
C -5.45 2.42 2.25
C -5.62 1.08 1.39
C -4.94 -0.21 2.08
I -5.81 -0.72 4.00
C -4.89 -1.46 1.03
N -3.49 -1.41 0.47
O -5.76 -1.25 -0.11
C -7.09 -1.65 0.14
O -7.69 -1.55 1.22
O -5.06 -2.74 1.66
C -3.85 -3.22 2.28
C -4.19 -4.36 3.39
C -5.76 -4.61 3.58
O -3.54 -4.09 4.66
H -5.03 2.17 3.28
H -6.48 2.88 2.40
H -4.75 3.12 1.68
H -5.27 1.23 0.31
H -6.74 0.86 1.34
H -3.86 0.10 2.29
H -3.35 -0.40 0.28
H -3.53 -1.88 -0.45
H -7.68 -2.06 -0.75
H -3.30 -2.40 2.87
H -3.14 -3.74 1.54
H -3.75 -5.35 3.03
H -6.19 -5.26 2.75
H -5.91 -5.19 4.56
H -6.35 -3.65 3.70
H -3.89 -3.22 4.94
C 0.28 2.46 0.12
C -1.11 2.92 0.51
O -1.28 3.13 1.90
C -0.44 4.12 2.49
C -0.64 5.51 1.91
H 0.56 1.56 0.67
H 0.33 2.25 -0.95
H 1.03 3.22 0.35
H -1.83 2.14 0.23
H -1.40 3.82 -0.05
H 0.60 3.81 2.44
H -0.71 4.15 3.55
H -0.35 5.55 0.86
H -0.02 6.23 2.45
H -1.68 5.81 1.98
C 5.24 0.82 -0.83
C 3.97 1.11 -0.06
O 2.91 0.20 -0.35
C 3.16 -1.17 -0.07
C 3.45 -1.44 1.40
H 5.05 0.81 -1.91
H 5.99 1.59 -0.62
H 5.67 -0.15 -0.57
H 3.60 2.10 -0.34
H 4.16 1.14 1.01
H 3.96 -1.55 -0.71
H 2.26 -1.71 -0.35
H 4.37 -0.95 1.72
H 3.57 -2.51 1.57
H 2.64 -1.07 2.03
C 8.17 -1.50 -5.46
C 6.86 -1.50 -4.70
O 6.44 -0.22 -4.27
C 6.22 0.74 -5.29
C 5.13 0.35 -6.27
H 8.96 -1.03 -4.87
H 8.47 -2.52 -5.71
H 8.09 -0.94 -6.40
H 6.98 -2.11 -3.79
H 6.06 -1.98 -5.28
H 7.15 0.98 -5.81
H 5.91 1.66 -4.78
H 5.40 -0.55 -6.83
H 4.95 1.15 -6.99
H 4.19 0.13 -5.74
```

Multiplicity: 1
Highest occupied orbital energy (eV): -9.27
SMILES: CC[C@@H](I)[C@](N)(OC=O)OC[C@H](C)O.CCOCC.CCOCC.CCOCC
Frontier orbital gap (Eh): 0.3602

Here are the Mulliken charges for atoms 1 to 5, given in e: -0.952, -0.118, -1.323, 0.084, 1.101

[2]
Density functional theory data (wB97M-V/def2-TZVPD) for a molecular structure, C20H46P4SeTl in a non-equilibrium geometry.

```
72
Properties=species:S:1:pos:R:3
Tl 0.07 -0.12 0.44
P -1.79 -0.83 2.93
P 1.15 -2.74 0.15
P -2.37 -0.99 -0.97
H 0.48 2.79 -0.61
C -0.60 2.70 -0.78
C -1.48 3.10 0.15
H -1.14 3.56 1.10
C -1.49 -0.37 4.68
C -2.21 -2.61 3.18
C -3.51 -0.17 2.79
C 2.14 -2.65 -1.38
C 2.43 -3.37 1.29
C 0.19 -4.25 -0.22
C -3.61 0.30 -1.35
C -3.44 -2.44 -0.63
C -1.78 -1.41 -2.65
H -0.92 2.28 -1.74
H -2.56 3.00 0.02
H -1.25 0.70 4.74
H -0.64 -0.95 5.06
H -2.38 -0.57 5.29
H -1.28 -3.17 3.32
H -2.73 -3.00 2.29
H -2.85 -2.75 4.06
H -3.47 0.92 2.66
H -4.08 -0.40 3.70
H -4.02 -0.61 1.91
H 2.66 -3.61 -1.52
H 2.87 -1.83 -1.31
H 1.49 -2.46 -2.25
H 2.86 -4.30 0.88
H 1.98 -3.57 2.27
H 3.22 -2.61 1.40
H 0.90 -5.09 -0.33
H -0.38 -4.12 -1.15
H -0.51 -4.46 0.60
H -4.24 -0.02 -2.19
H -3.10 1.24 -1.60
H -4.23 0.46 -0.46
H -4.10 -2.62 -1.49
H -4.04 -2.26 0.27
H -2.81 -3.33 -0.46
H -2.66 -1.47 -3.32
H -1.26 -2.38 -2.64
H -1.09 -0.63 -3.02
C 2.02 2.14 -4.49
C 1.41 3.13 -3.71
C 1.19 4.41 -4.24
C 1.62 4.72 -5.53
C 2.29 3.75 -6.29
C 2.50 2.47 -5.77
Se 2.12 0.33 -3.85
H 1.87 0.65 -2.39
H 1.09 2.90 -2.70
H 0.68 5.15 -3.62
H 1.44 5.71 -5.94
H 2.65 3.99 -7.29
H 3.01 1.72 -6.36
C 3.63 1.43 1.85
P 1.97 0.84 2.38
C 2.35 -0.12 3.90
C 1.25 2.35 3.15
H 4.23 0.58 1.48
H 4.15 1.90 2.70
H 3.54 2.15 1.03
H 3.38 -0.52 3.84
H 1.65 -0.97 3.98
H 2.24 0.50 4.80
H 0.27 2.11 3.58
H 1.12 3.15 2.40
H 1.94 2.68 3.93
```

Multiplicity: 1
Highest occupied orbital energy (alpha / beta) (eV): -16.55 / -15.64
Energy above the lowest of the compared OMol25 structures with the same formula, charge and spin (eV): 1.1736
Charge: +3
Frontier orbital gap (alpha / beta) (Eh): 0.2197 / 0.1380

Here are the Mulliken charges for atoms 1 to 5, given in e: 0.865, 0.584, 0.626, 0.521, 0.349

[3]
Density functional theory data (wB97M-V/def2-TZVPD) for a molecular structure, C20H47AuN2OSbSi5 in a non-equilibrium geometry.

```
77
Properties=species:S:1:pos:R:3
Au -0.29 2.23 -1.19
C -1.62 -0.32 -3.44
Si -2.08 1.29 -2.52
C -3.01 2.43 -3.74
C -3.24 0.85 -1.07
C -4.29 -0.03 -1.35
C -5.20 -0.42 -0.39
C -5.09 0.08 0.90
C -4.06 0.96 1.19
C -3.12 1.35 0.24
Si -1.78 2.58 0.82
C -2.63 4.29 0.98
C -1.13 2.13 2.59
H -2.46 -0.75 -3.98
H -1.27 -1.07 -2.73
H -0.83 -0.14 -4.17
H -3.92 1.95 -4.10
H -2.41 2.67 -4.61
H -3.30 3.36 -3.27
H -4.39 -0.40 -2.36
H -6.00 -1.09 -0.65
H -5.81 -0.18 1.65
H -4.00 1.37 2.19
H -3.39 4.28 1.75
H -3.11 4.56 0.04
H -1.92 5.07 1.22
H -1.91 1.72 3.23
H -0.75 3.02 3.09
H -0.33 1.40 2.53
C 2.64 0.54 3.09
Si 3.16 -0.49 1.57
C 3.82 -2.17 2.21
C 4.53 0.31 0.51
Sb 1.00 -0.64 0.02
Si 1.96 -2.09 -2.01
C 0.68 -3.05 -3.05
C 2.89 -0.81 -3.08
C 3.16 -3.39 -1.29
Si -0.72 -2.30 1.16
C 0.27 -3.83 1.74
C -2.01 -2.76 -0.15
C -1.61 -1.49 2.63
H 3.49 0.75 3.73
H 1.90 0.02 3.68
H 2.22 1.49 2.78
H 4.68 -2.01 2.86
H 4.15 -2.82 1.41
H 3.08 -2.71 2.79
H 5.33 0.72 1.12
H 4.12 1.12 -0.08
H 4.98 -0.41 -0.17
H 0.25 -2.42 -3.83
H -0.14 -3.44 -2.45
H 1.15 -3.89 -3.54
H 2.21 -0.03 -3.42
H 3.33 -1.28 -3.95
H 3.69 -0.34 -2.52
H 2.71 -3.95 -0.48
H 4.08 -2.94 -0.92
H 3.45 -4.11 -2.06
H 0.89 -4.24 0.95
H -0.41 -4.61 2.07
H 0.92 -3.59 2.57
H -1.59 -3.31 -0.98
H -2.50 -1.87 -0.54
H -2.78 -3.38 0.30
H -0.93 -1.04 3.34
H -2.19 -2.24 3.16
H -2.30 -0.74 2.28
N 1.92 3.91 1.74
C 2.31 3.33 0.59
N 3.23 3.99 -0.15
O 1.86 2.24 0.23
H 2.18 4.85 1.98
H 1.14 3.49 2.22
H 3.61 4.88 0.11
H 3.52 3.58 -1.03
```

Multiplicity: 1
Highest occupied orbital energy (alpha / beta) (eV): -9.60 / -9.60
Energy above the lowest of the compared OMol25 structures with the same formula, charge and spin (eV): 0.0000
Charge: +1
Frontier orbital gap (alpha / beta) (Eh): 0.1835 / 0.1835

Here are the Mulliken charges for atoms 1 to 5, given in e: -0.070, -0.688, 0.274, -1.187, 0.431

[4]
Density functional theory data (wB97M-V/def2-TZVPD) for 3 unconnected molecules or ions with the total composition C20H47ClN2O3P in a non-equilibrium geometry.

```
74
Properties=species:S:1:pos:R:3
C -1.57 -2.12 -1.40
C -1.90 -3.20 -2.17
P -3.51 -3.11 -3.23
Cl -5.17 -2.69 -4.66
O -4.51 -2.93 -1.84
C -4.33 -4.04 -1.01
C -4.12 -5.29 -1.90
C -5.53 -6.00 -2.05
O -6.21 -5.43 -3.13
C -7.49 -5.95 -3.35
C -8.48 -5.73 -2.19
C -8.69 -4.22 -2.01
O -3.80 -4.80 -3.17
H -1.44 -1.15 -1.89
H -1.51 -2.13 -0.31
H -1.26 -4.09 -2.23
H -3.32 -1.69 -3.23
H -2.73 -3.35 -4.41
H -5.20 -4.09 -0.35
H -3.48 -3.94 -0.31
H -3.41 -6.04 -1.53
H -5.41 -7.08 -2.21
H -6.05 -5.85 -1.10
H -7.47 -7.01 -3.66
H -7.88 -5.39 -4.20
H -9.42 -6.20 -2.49
H -8.12 -6.21 -1.29
H -9.45 -3.87 -2.71
H -7.78 -3.65 -2.18
H -9.05 -3.97 -1.00
C 1.03 -1.38 1.73
C 1.42 -0.02 2.29
N 1.18 1.06 1.35
C 1.81 2.30 1.73
C 1.34 2.99 3.02
C -0.18 1.16 0.83
C -1.32 1.31 1.84
H 1.51 -1.56 0.76
H 1.34 -2.17 2.41
H -0.05 -1.47 1.59
H 2.49 -0.04 2.52
H 0.90 0.13 3.25
H 1.72 3.01 0.91
H 2.89 2.12 1.82
H 0.36 3.44 2.91
H 2.04 3.79 3.29
H 1.31 2.29 3.87
H -0.37 0.26 0.23
H -0.21 1.98 0.12
H -1.24 0.60 2.67
H -2.27 1.12 1.34
H -1.37 2.32 2.26
C 7.02 7.15 0.15
C 7.49 5.85 0.79
N 6.56 5.34 1.78
C 7.11 4.29 2.61
C 7.50 2.97 1.94
C 5.19 5.13 1.32
C 4.98 4.20 0.12
H 6.79 7.90 0.91
H 7.82 7.55 -0.49
H 6.14 7.01 -0.48
H 8.44 6.04 1.29
H 7.70 5.11 0.00
H 6.40 4.08 3.42
H 8.00 4.70 3.11
H 6.63 2.38 1.66
H 8.09 2.36 2.64
H 8.12 3.13 1.05
H 4.77 6.11 1.06
H 4.59 4.78 2.16
H 5.66 4.41 -0.70
H 3.96 4.34 -0.27
H 5.07 3.15 0.39
```

Multiplicity: 1
Highest occupied orbital energy (eV): -3.69
Energy above the lowest of the compared OMol25 structures with the same formula, charge and spin (eV): 0.5416
Charge: -1
Frontier orbital gap (Eh): 0.2131

Here are the Mulliken charges for atoms 1 to 5, given in e: -0.503, -0.429, 0.266, -0.484, -0.480